{
  "formula": "C28H62FN2O19P4",
  "method": "ωB97M-V with the def2-TZVPD basis set",
  "species": ["P", "P", "P", "P", "F", "O", "O", "O", "O", "O", "O", "O", "O", "O", "O", "O", "O", "O", "O", "O", "O", "O", "O", "O", "N", "N", "C", "C", "C", "C", "C", "C", "C", "C", "C", "C", "C", "C", "C", "C", "C", "C", "C", "C", "C", "C", "C", "C", "C", "C", "C", "C", "C", "C", "H", "H", "H", "H", "H", "H", "H", "H", "H", "H", "H", "H", "H", "H", "H", "H", "H", "H", "H", "H", "H", "H", "H", "H", "H", "H", "H", "H", "H", "H", "H", "H", "H", "H", "H", "H", "H", "H", "H", "H", "H", "H", "H", "H", "H", "H", "H", "H", "H", "H", "H", "H", "H", "H", "H", "H", "H", "H", "H", "H", "H", "H"],
  "positions_angstrom": [[4.32406, -6.37710, 0.84963], [-1.31198, 4.57626, 5.32470], [4.14484, 0.48372, 6.05100], [-4.48172, 1.94219, -8.26564], [-1.82875, -0.40579, -2.15037], [-0.63506, 3.72618, 6.51345], [-1.90610, 5.85715, 6.09938], [-0.40364, 4.89658, 4.17912], [-3.72420, 2.45371, -9.59165], [-1.45184, 4.49263, -1.39524], [4.54224, 0.01555, 4.56209], [2.80820, -5.89345, 0.60019], [4.25547, -7.96988, 0.63091], [-3.87554, 2.39981, -6.97599], [4.52443, 2.04885, 6.04311], [-0.66293, 1.95672, -3.62088], [0.31491, -1.02637, -4.14865], [-5.99758, 2.42584, -8.51508], [2.73691, 0.17756, 6.45603], [5.29718, -0.15958, 6.97176], [5.08158, -5.86558, -0.47638], [4.93024, -5.91948, 2.13928], [-4.55031, 0.34941, -8.48436], [-2.63352, 3.73363, 4.96001], [-0.90833, -2.75229, 1.20496], [-0.76199, -2.31588, -1.33716], [4.66276, -1.36946, 4.32011], [-1.09424, 4.93090, -0.03560], [3.58901, 2.92393, 5.44972], [1.50341, -1.34457, -1.82810], [-2.65159, 3.02004, 3.74088], [-7.00906, 1.85287, -7.71512], [-1.77584, -3.14663, 2.36661], [4.36689, -8.80230, 1.76690], [-0.81601, -0.78638, -1.13818], [-4.43888, -0.48302, -7.34837], [-0.99961, 1.13951, -4.79662], [0.56394, 4.96319, 0.10172], [-4.10831, -3.57515, 0.85347], [-0.99446, 6.89073, 6.40523], [4.95474, -1.25291, 7.79830], [-3.35208, 3.81514, -9.62253], [-0.31381, 2.37673, 6.25437], [-1.84010, 2.63251, -3.05383], [-1.60720, -2.76064, -0.12398], [0.69943, -2.70554, -1.37772], [5.45370, -4.50415, -0.50725], [0.65826, -0.07193, -1.18573], [-3.36248, -3.55469, 2.35071], [-3.16546, -3.14422, -0.44687], [1.58663, -0.92742, -3.41485], [-1.59318, 3.02516, -1.45648], [1.79672, -6.46642, 1.40016], [0.17897, 0.01572, -5.17871], [-1.97763, 0.49655, -4.61128], [-0.63611, 2.49385, -1.00683], [4.04641, -1.75859, 7.45856], [-4.67325, 0.04920, -6.42208], [-2.71586, 1.83756, -3.04730], [2.77453, 3.11768, 6.15311], [-2.51037, 2.66685, -0.78223], [-5.24542, -3.83383, 0.70086], [0.79521, 0.97501, -1.69034], [4.65765, -3.86963, -0.10836], [1.46136, -7.39931, 0.94323], [0.82788, 5.69943, 0.97539], [0.86452, -3.40522, -2.32006], [4.13253, -8.27009, 2.69319], [-3.42196, -0.87855, -7.29371], [1.18951, 0.54741, -5.46652], [-1.23296, 1.85296, -5.69504], [-0.22025, -0.49441, -6.18147], [5.67312, -1.69330, 4.57667], [-1.64470, 2.83481, 3.35608], [-3.22455, 3.58710, 3.00351], [-3.13860, 2.05581, 3.90694], [-7.34441, 0.91998, -8.17204], [-1.17469, -2.67893, -2.22421], [-0.04472, 6.48433, 6.76335], [-7.85456, 2.54388, -7.66291], [-1.52719, 4.23588, 0.80698], [-1.18853, 1.75411, 6.45120], [2.38024, -1.55791, -4.02344], [-1.47463, 6.02712, 0.11659], [0.95122, -5.77541, 1.45237], [-5.14033, -1.31451, -7.45365], [-2.43899, 3.95641, -9.03774], [1.95907, 0.19913, -3.44851], [-0.82281, 7.50044, 5.51392], [2.62286, -1.45626, -1.48155], [-3.15706, 4.10246, -10.65840], [-1.25873, -3.12389, 3.44317], [-4.02687, -3.83146, 3.27304], [5.38381, -9.19784, 1.82156], [-1.26620, -0.43111, -0.10479], [1.19978, -3.22521, -0.45279], [0.01256, 2.23664, 5.21921], [-3.66711, -3.12845, -1.50380], [5.77574, -1.97417, 7.78253], [4.49028, -1.56060, 3.25765], [3.18616, 2.50112, 4.52541], [3.66545, -9.63380, 1.66162], [0.97089, 3.89373, 0.42347], [-4.14813, 4.44966, -9.22363], [6.36679, -4.36288, 0.07753], [1.08802, 5.32118, -0.90686], [1.13157, 0.03973, -0.10139], [-2.20511, 3.53462, -3.70353], [2.15479, -6.66162, 2.41572], [0.49514, 2.06973, 6.92253], [4.81217, -0.89657, 8.82116], [-1.42645, 7.52007, 7.18685], [-6.65099, 1.65766, -6.69955], [4.08869, 3.86748, 5.21808], [3.93374, -1.94061, 4.90321], [5.64871, -4.21682, -1.54312]],
  "lumo_energy_ev": -3.910,
  "fmax_ev_per_a": 6.22,
  "homo_lumo_gap_ha": 0.276,
  "e_tot_ev": -111786.119,
  "charge": 1,
  "e_homo_ev": -11.41
}

---

{
  "formula": "C22H17I2N2O2PV",
  "method": "ωB97M-V with the def2-TZVPD basis set",
  "species": ["I", "I", "V", "P", "O", "O", "N", "N", "C", "C", "C", "C", "C", "C", "C", "C", "C", "C", "C", "C", "C", "C", "C", "C", "C", "C", "C", "C", "C", "C", "H", "H", "H", "H", "H", "H", "H", "H", "H", "H", "H", "H", "H", "H", "H", "H", "H"],
  "positions_angstrom": [[-4.62799, -0.58042, 4.65857], [0.90760, -3.57369, 1.88666], [1.08962, -0.93241, 2.02871], [0.42366, -0.33014, -0.23321], [3.09701, -0.54229, 1.49344], [1.81968, 0.80468, 2.71721], [-0.57072, 0.34755, 4.18151], [-0.65339, -0.59222, 3.22964], [2.14240, 3.06408, -1.84928], [0.79951, -1.53735, -1.52923], [-1.87878, 1.02860, 0.43684], [-3.26299, 0.46483, -1.89524], [-3.85371, 1.24520, -0.91235], [-3.15612, 1.53224, 0.25286], [1.46767, -3.53531, -3.34462], [-1.98123, -0.03559, -1.71339], [3.14273, 2.57414, 0.29020], [1.32610, 1.95087, -1.73777], [2.32497, 1.45579, 0.40312], [1.41966, 1.14340, -0.61065], [3.04655, 3.37233, -0.83757], [-1.75285, 0.54249, 4.78463], [2.32789, -2.46956, -3.13836], [2.40721, 0.52444, 1.56438], [0.27570, -3.61239, -2.63454], [-0.05265, -2.62436, -1.72364], [1.99747, -1.47171, -2.23151], [-1.90439, -1.02374, 3.23307], [-1.28164, 0.23455, -0.54039], [-2.64395, -0.34073, 4.20862], [3.26442, -2.41330, -3.67724], [-3.60751, 2.14544, 1.02220], [-1.87533, 1.27330, 5.56494], [2.68400, -0.65103, -2.06769], [0.29246, 0.87641, 4.23987], [0.61332, 1.71483, -2.51920], [1.72849, -4.31379, -4.04955], [-3.79791, 0.24199, -2.80921], [-2.21112, -1.80475, 2.55679], [2.07280, 3.69905, -2.72258], [-0.39092, -4.45275, -2.77511], [-4.85470, 1.63091, -1.05435], [-1.52987, -0.64244, -2.48803], [-1.33957, 1.26677, 1.34692], [3.67816, 4.24588, -0.93370], [3.84562, 2.81168, 1.07806], [-0.96735, -2.71148, -1.14985]],
  "lumo_energy_ev": [0.173, 0.264],
  "multiplicity": 2,
  "fmax_ev_per_a": 0.35,
  "homo_lumo_gap_ha": [0.279, 0.266],
  "e_tot_ev": -81344.285,
  "charge": 0,
  "e_homo_ev": [-7.41, -6.97]
}